71
Properties=species:S:1:pos:R:3:mulliken_spin:R:1 method="wB97M-V/def2-TZVPD" charge=+1 multiplicity=7 relative_energy_kcal_mol=181.98 homo_ev="-11.04 / -11.07" e_lumo_ev="-3.9 / -3.7" s_squared=12.036 gap_ev="7.09 / 7.39" energy_ev=-71596.88479
Eu -0.754 2.009 0.632 6.143
C -1.025 3.560 -0.908 0.034
C -2.152 2.648 -0.907 -0.066
C -2.066 3.699 1.177 -0.020
C -0.953 4.191 0.371 -0.019
C -2.805 2.772 0.381 -0.009
C -0.142 3.845 -2.085 -0.008
H -0.105 2.994 -2.770 0.001
H 0.880 4.074 -1.769 -0.002
H -0.520 4.708 -2.650 0.001
C 0.040 5.216 0.822 -0.008
H 0.907 5.245 0.157 0.000
H 0.399 4.984 1.830 0.000
H -0.408 6.219 0.838 0.000
C -2.374 4.147 2.571 -0.003
H -2.972 5.069 2.565 0.000
H -1.450 4.339 3.125 0.000
H -2.938 3.384 3.115 0.001
C -4.086 2.098 0.772 -0.009
H -4.944 2.755 0.573 0.001
H -4.096 1.849 1.837 0.000
H -4.240 1.177 0.204 0.001
C -2.678 1.897 -2.093 0.006
H -3.440 2.480 -2.630 -0.002
H -3.137 0.951 -1.791 0.001
H -1.877 1.667 -2.802 -0.002
C 3.469 -3.682 -0.999 0.000
C 2.926 -3.422 -2.195 0.000
C 1.990 -4.248 -3.037 0.000
C 1.232 -5.398 -2.336 0.000
C 0.362 -4.924 -1.197 0.000
C 0.701 -4.688 0.076 0.000
C 2.032 -4.825 0.768 0.000
C 3.291 -4.899 -0.123 0.000
H 2.548 -4.661 -3.892 0.000
H 1.936 -6.165 -2.010 0.000
H 1.250 -3.564 -3.477 0.000
H 3.279 -5.817 -0.713 0.000
H 4.105 -2.904 -0.577 0.000
H 3.189 -2.465 -2.648 0.000
H 4.160 -4.977 0.541 0.000
H 2.139 -3.969 1.449 0.000
H -0.097 -4.339 0.732 0.000
H 2.006 -5.712 1.420 0.000
H 0.591 -5.875 -3.087 0.000
H -0.676 -4.725 -1.467 0.000
P 0.957 0.742 -0.174 -0.011
C 2.724 1.215 0.001 0.003
C 0.928 0.046 -1.880 -0.002
P -1.060 -0.150 1.285 -0.010
C 0.671 -0.723 0.930 0.005
C -2.132 -1.308 0.334 -0.005
C -1.443 -0.631 3.017 0.003
H 2.826 1.751 0.948 0.000
H 2.994 1.890 -0.817 -0.001
H 3.384 0.341 -0.019 0.001
H 1.517 -0.875 -1.946 0.000
H 1.342 0.782 -2.576 0.000
H -0.104 -0.160 -2.174 0.000
H -1.179 -1.674 3.220 0.000
H -2.514 -0.488 3.195 0.000
H -0.885 0.041 3.673 0.000
H 1.264 -0.576 1.839 0.000
H 0.827 -1.731 0.530 -0.003
H -3.163 -1.215 0.688 0.000
H -1.808 -2.347 0.457 -0.002
H -2.109 -1.042 -0.726 0.001
F 1.329 1.168 3.161 -0.001
C 0.659 2.304 2.784 -0.018
F -0.143 2.647 3.850 0.000
F 1.621 3.276 2.608 -0.001